Record 1
{"formula": "C16H17NOS", "method": "ωB97M-V with the def2-TZVPD basis set", "homo_energy_ev": -8.19, "orbital_gap_ev": 8.60, "e_above_lowest_kj_mol": 1221.1, "e_lumo_ev": 0.41, "total_energy_ha": -1147.645017, "smiles": "Cc1ccccc1C(=O)NCCSc1ccccc1", "species": ["C", "C", "C", "C", "C", "C", "C", "C", "O", "N", "C", "C", "S", "C", "C", "C", "C", "C", "C", "H", "H", "H", "H", "H", "H", "H", "H", "H", "H", "H", "H", "H", "H", "H", "H", "H"], "xyz": [[0.520018, 1.084762, 0.430638], [2.083488, 0.931427, 0.031088], [2.837611, 2.153587, -0.327311], [4.086838, 1.935435, -0.597521], [4.693918, 0.563705, -0.644069], [3.885714, -0.471691, -0.102407], [2.485622, -0.422747, 0.256893], [1.828129, -1.535608, 0.323399], [2.072647, -2.213321, 1.316130], [0.926578, -1.945906, -0.455178], [-0.065548, -2.953288, -0.365675], [-1.353973, -2.826947, 0.024979], [-2.243415, -1.751302, -1.108969], [-2.743571, -0.413955, -0.391322], [-3.310577, -0.302899, 0.933739], [-3.621079, 1.041434, 1.345126], [-3.740369, 2.154588, 0.792076], [-3.295360, 2.090177, -0.722315], [-2.899208, 1.016493, -1.035295], [-0.155116, 0.860417, -0.580490], [0.232616, 2.000096, 0.771878], [0.184602, 0.532193, 1.094626], [2.220320, 3.065955, -0.322400], [4.559575, 2.828782, -0.957789], [5.738415, 0.773770, -0.736322], [4.456073, -1.386850, -0.004404], [0.603155, -1.077042, -1.186297], [0.523179, -3.483564, 0.505606], [-0.067766, -3.675647, -1.073381], [-1.960465, -3.437721, 0.387946], [-1.355783, -2.007990, 0.879324], [-3.309684, -1.346741, 1.425339], [-4.017695, 0.955804, 2.411633], [-4.068658, 3.196797, 0.873336], [-3.307898, 3.053333, -1.041537], [-2.422334, 1.014468, -2.151072]], "forces_ev_per_angstrom": [[3.4, 2.7, -10.2], [-4.2, -0.2, 2.1], [-5.5, -3.3, 2.1], [3.4, -1.6, -2.0], [-3.6, 3.4, 2.4], [2.5, 0.0, -0.8], [7.8, 12.0, -4.8], [-2.0, -6.7, 6.2], [0.9, -1.6, 1.7], [-6.4, 5.0, -9.5], [7.6, -3.7, 3.8], [-0.9, 11.8, 2.3], [0.6, -3.0, -4.8], [-4.2, 7.7, 5.4], [2.7, -1.7, -4.2], [-2.1, -6.5, 8.3], [0.7, 5.4, -8.1], [-5.1, 8.2, 9.9], [7.4, -13.8, -9.3], [1.6, 0.7, 2.5], [-0.4, 3.1, 0.4], [-2.5, -6.1, 6.1], [0.9, -0.3, -0.1], [1.3, 0.0, -0.1], [0.7, -1.7, -0.3], [-0.4, -0.5, 0.1], [1.2, -3.2, 2.3], [-1.4, -0.1, -1.0], [1.1, -1.8, -3.2], [-4.3, -6.5, 2.5], [0.2, -1.6, -0.8], [-0.5, 2.5, 0.3], [0.6, 0.4, -0.9], [-0.2, -0.9, 1.8], [0.2, 2.1, -2.3], [-1.0, -0.4, 2.2]], "mulliken_charge": [-1.907, 1.001, -0.889, -0.133, -0.875, -0.717, 0.801, 0.509, -0.709, -0.118, -1.172, -0.803, -0.226, 0.639, -0.325, -0.547, -0.236, -0.217, -0.660, 0.034, 0.667, 0.691, 0.372, 0.360, 0.356, 0.365, 0.325, 0.411, 0.494, 0.898, 0.163, 0.326, 0.196, 0.351, 0.499, 0.077]}


Record 2
{"formula": "C7H12BrMgN2O", "method": "ωB97M-V with the def2-TZVPD basis set", "homo_energy_ev": -10.27, "orbital_gap_ev": 1.93, "e_above_lowest_kj_mol": 21.1, "e_lumo_ev": -8.34, "total_energy_ha": -3232.511248, "total_charge": 1, "species": ["Mg", "Br", "C", "C", "O", "N", "C", "H", "H", "H", "H", "H", "H", "H", "N", "C", "C", "C", "C", "H", "H", "H", "H", "H"], "xyz": [[3.117372, -3.878558, -1.629780], [2.374921, -1.600011, -1.902571], [0.582023, 3.057880, 1.539229], [0.777535, 2.135850, 0.346807], [0.226470, 2.405000, -0.712835], [1.608072, 1.064152, 0.440887], [2.297016, 0.589929, 1.618417], [-0.095914, 2.666270, 2.299970], [0.103093, 3.947634, 1.138883], [1.503760, 3.376509, 2.028023], [1.886859, 0.693892, -0.451629], [2.678443, -0.417741, 1.429507], [1.574555, 0.469078, 2.426834], [3.162617, 1.148183, 1.980947], [-1.130934, -1.510469, -1.453733], [-1.468069, -1.269606, -0.157033], [-2.837487, -1.394643, -0.066745], [-3.309316, -1.762996, -1.352594], [-2.224659, -1.844353, -2.204099], [-0.177201, -1.608193, -1.755695], [-0.724087, -0.961787, 0.557013], [-3.457744, -1.263302, 0.803116], [-4.312828, -2.004238, -1.664678], [-2.154487, -2.038472, -3.258243]], "forces_ev_per_angstrom": [[-0.5, 1.4, -0.2], [0.7, -1.5, 0.1], [-0.2, 0.1, 0.0], [-0.6, 1.1, -0.5], [0.4, -0.4, 0.4], [0.6, -0.2, 0.1], [-0.2, -0.6, 0.4], [0.1, -0.3, 0.0], [0.0, 0.0, 0.0], [0.1, -0.3, -0.1], [-0.1, 0.0, 0.0], [-0.1, 0.0, -0.2], [0.1, 0.2, 0.1], [-0.2, 0.5, -0.2], [0.8, -0.4, -0.3], [-0.7, 0.2, 0.1], [0.1, -0.2, -0.1], [0.2, -0.3, -0.7], [-0.4, 0.3, 0.9], [-0.2, 0.3, -0.1], [0.0, 0.0, 0.1], [0.1, 0.1, 0.1], [-0.1, 0.2, 0.2], [0.0, -0.1, 0.0]], "mulliken_charge": [1.053, -0.162, -1.130, 0.687, -0.636, 0.065, -0.891, 0.304, 0.318, 0.347, 0.056, 0.205, 0.356, 0.355, 0.253, -0.219, -0.665, -0.405, -0.440, 0.045, 0.332, 0.397, 0.392, 0.384]}


What did the second record say?
{"formula": "C7H12BrMgN2O", "method": "ωB97M-V with the def2-TZVPD basis set", "homo_energy_ev": -10.27, "orbital_gap_ev": 1.93, "e_above_lowest_kj_mol": 21.1, "e_lumo_ev": -8.34, "total_energy_ha": -3232.511248, "total_charge": 1, "species": ["Mg", "Br", "C", "C", "O", "N", "C", "H", "H", "H", "H", "H", "H", "H", "N", "C", "C", "C", "C", "H", "H", "H", "H", "H"], "xyz": [[3.117372, -3.878558, -1.629780], [2.374921, -1.600011, -1.902571], [0.582023, 3.057880, 1.539229], [0.777535, 2.135850, 0.346807], [0.226470, 2.405000, -0.712835], [1.608072, 1.064152, 0.440887], [2.297016, 0.589929, 1.618417], [-0.095914, 2.666270, 2.299970], [0.103093, 3.947634, 1.138883], [1.503760, 3.376509, 2.028023], [1.886859, 0.693892, -0.451629], [2.678443, -0.417741, 1.429507], [1.574555, 0.469078, 2.426834], [3.162617, 1.148183, 1.980947], [-1.130934, -1.510469, -1.453733], [-1.468069, -1.269606, -0.157033], [-2.837487, -1.394643, -0.066745], [-3.309316, -1.762996, -1.352594], [-2.224659, -1.844353, -2.204099], [-0.177201, -1.608193, -1.755695], [-0.724087, -0.961787, 0.557013], [-3.457744, -1.263302, 0.803116], [-4.312828, -2.004238, -1.664678], [-2.154487, -2.038472, -3.258243]], "forces_ev_per_angstrom": [[-0.5, 1.4, -0.2], [0.7, -1.5, 0.1], [-0.2, 0.1, 0.0], [-0.6, 1.1, -0.5], [0.4, -0.4, 0.4], [0.6, -0.2, 0.1], [-0.2, -0.6, 0.4], [0.1, -0.3, 0.0], [0.0, 0.0, 0.0], [0.1, -0.3, -0.1], [-0.1, 0.0, 0.0], [-0.1, 0.0, -0.2], [0.1, 0.2, 0.1], [-0.2, 0.5, -0.2], [0.8, -0.4, -0.3], [-0.7, 0.2, 0.1], [0.1, -0.2, -0.1], [0.2, -0.3, -0.7], [-0.4, 0.3, 0.9], [-0.2, 0.3, -0.1], [0.0, 0.0, 0.1], [0.1, 0.1, 0.1], [-0.1, 0.2, 0.2], [0.0, -0.1, 0.0]], "mulliken_charge": [1.053, -0.162, -1.130, 0.687, -0.636, 0.065, -0.891, 0.304, 0.318, 0.347, 0.056, 0.205, 0.356, 0.355, 0.253, -0.219, -0.665, -0.405, -0.440, 0.045, 0.332, 0.397, 0.392, 0.384]}


- Which formula does entry 2 have?
  C7H12BrMgN2O